Record 1
The following is a DFT calculation (ωB97M-V/def2-TZVPD) of C20H15F7MnN4O8S3 as an isolated structure.

- Lowest unoccupied orbital energy (alpha / beta): 0.083 / 0.083 eV
- Spin multiplicity: 2
- E_HOMO (alpha / beta): -9.1936 / -8.9676 eV
- Gap between HOMO and LUMO (alpha / beta): 9.3 / 9.1 eV
- Energy: -4636.7147 hartree
- ΔE to the lowest compared entry with this formula, charge and spin: 0.0 kJ/mol
- ⟨S²⟩: 1.19

Each line ends with the Löwdin spin population.
Element x y z (Å)
Mn  -0.737  0.500  -0.145  0.973
F  -2.252  0.774  4.053  0.000
C  -0.985  0.615  4.405  0.000
F  -0.762  -0.657  4.702  0.000
F  -0.714  1.376  5.452  0.000
S  0.105  1.078  3.012  0.001
O  -0.379  0.233  1.921  0.002
O  1.451  0.856  3.443  0.001
N  -0.260  2.600  2.860  0.000
S  -0.500  3.279  1.468  0.001
O  -0.134  4.651  1.471  0.000
O  -0.017  2.452  0.362  0.000
C  -2.322  3.240  1.301  0.000
F  -2.717  1.958  1.188  -0.004
F  -2.887  3.760  2.376  0.000
F  -2.692  3.900  0.220  0.000
N  1.038  -0.258  -0.775  0.011
S  2.240  -0.267  0.286  -0.001
C  3.295  -1.630  -0.169  0.000
C  2.788  -2.622  -0.989  0.000
C  3.601  -3.703  -1.312  0.000
C  4.889  -3.783  -0.805  0.000
C  5.375  -2.785  0.035  0.000
C  4.577  -1.701  0.361  0.000
C  3.341  1.094  -0.039  0.001
C  3.463  2.058  0.950  0.000
C  4.259  3.171  0.705  0.000
C  4.910  3.303  -0.511  0.000
C  4.775  2.326  -1.496  0.000
C  3.988  1.212  -1.263  0.000
H  1.377  -0.222  -1.731  0.001
H  1.774  -2.554  -1.360  0.000
H  3.220  -4.485  -1.957  0.000
H  5.519  -4.626  -1.060  0.000
H  6.378  -2.850  0.437  0.000
H  4.951  -0.917  1.010  0.000
H  2.947  1.937  1.895  0.000
H  4.363  3.934  1.466  0.000
H  5.528  4.172  -0.699  0.000
H  5.286  2.434  -2.444  0.000
H  3.886  0.444  -2.022  0.000
F  -4.873  -3.715  -3.910  0.000
C  -5.145  -2.991  -2.822  0.000
C  -4.687  -1.752  -2.687  0.000
N  -4.972  -0.972  -1.581  0.000
C  -4.372  0.343  -1.456  -0.001
C  -2.881  0.274  -1.228  0.004
O  -2.157  1.251  -1.554  -0.005
O  -2.380  -0.735  -0.662  0.014
C  -5.727  -1.456  -0.529  0.000
O  -5.997  -0.806  0.457  0.000
N  -6.171  -2.753  -0.708  0.000
C  -5.967  -3.609  -1.791  0.000
O  -6.439  -4.720  -1.826  0.000
H  -4.069  -1.300  -3.451  0.000
H  -4.813  0.810  -0.579  0.000
H  -4.585  0.958  -2.328  0.000
H  -6.732  -3.120  0.047  0.000


Record 2
The following is a DFT calculation (ωB97M-V/def2-TZVPD) of C20H15IN4O2SSr as an isolated structure.

- Lowest unoccupied orbital energy: 0.090 eV
- E_HOMO: -7.6404 eV
- Gap between HOMO and LUMO: 7.7 eV
- Energy: -1867.2829 hartree
- ΔE to the lowest compared entry with this formula, charge and spin: 0.0 kJ/mol

Each line ends with the natural charge from an NBO analysis.
Element x y z (Å)
Sr  0.897  0.003  1.040  1.800
I  4.199  -0.064  1.614  0.029
C  4.486  2.060  1.401  -0.092
C  5.762  2.510  1.546  -0.268
C  6.004  3.895  1.417  -0.219
C  4.968  4.742  1.156  -0.178
C  3.643  4.263  1.008  -0.087
C  2.574  5.154  0.743  -0.204
C  1.304  4.682  0.604  -0.210
C  1.050  3.293  0.721  -0.293
C  2.033  2.360  0.979  -0.560
C  3.357  2.869  1.127  -0.048
H  6.572  1.825  1.756  0.223
H  7.014  4.269  1.528  0.215
H  5.142  5.808  1.057  0.209
H  2.795  6.212  0.655  0.204
H  0.487  5.365  0.401  0.206
H  0.019  2.963  0.593  0.190
N  -6.454  -2.004  -3.181  -0.789
C  -5.364  -1.698  -2.373  0.194
C  -5.086  -2.470  -1.243  -0.277
C  -3.975  -2.204  -0.468  -0.147
C  -3.135  -1.158  -0.822  -0.330
C  -3.393  -0.378  -1.944  -0.167
C  -4.504  -0.651  -2.716  -0.263
S  -1.689  -0.839  0.106  2.277
O  -1.376  0.591  0.003  -1.033
O  -1.868  -1.284  1.480  -0.995
N  -0.396  -1.516  -0.492  -1.052
C  -0.002  -2.755  -0.034  0.556
N  1.235  -2.763  0.508  -0.574
C  1.701  -3.937  0.926  0.097
C  0.966  -5.101  0.832  -0.346
C  -0.311  -4.969  0.301  0.110
N  -0.803  -3.819  -0.135  -0.476
H  -7.199  -2.504  -2.725  0.380
H  -6.791  -1.242  -3.747  0.380
H  -5.751  -3.284  -0.979  0.212
H  -3.747  -2.796  0.407  0.242
H  -2.725  0.435  -2.190  0.242
H  -4.715  -0.052  -3.594  0.212
H  2.697  -3.931  1.357  0.200
H  1.349  -6.053  1.165  0.230
H  -0.970  -5.827  0.213  0.198


Record 3
The following is a DFT calculation (ωB97M-V/def2-TZVPD) of one molecule with the formula C20H15N3O4 in a non-equilibrium geometry.

- Lowest unoccupied orbital energy: 0.153 eV
- E_HOMO: -8.1863 eV
- Gap between HOMO and LUMO: 8.3 eV
- Energy: -1236.3536 hartree
- ΔE to the lowest compared entry with this formula, charge and spin: 127.0 kJ/mol
- SMILES: COc1cccc(C(=O)Nc2cccc(-c3nnc(-c4ccco4)o3)c2)c1

Each line ends with the natural charge from an NBO analysis.
Element x y z (Å)
C  -7.199  4.843  -2.174  -0.255
O  -6.198  4.507  -1.244  -0.504
C  -5.050  3.942  -1.696  0.389
C  -4.775  3.646  -3.028  -0.319
C  -3.560  3.074  -3.371  -0.185
C  -2.617  2.770  -2.409  -0.234
C  -2.889  3.053  -1.071  -0.119
C  -1.914  2.782  0.028  0.665
O  -1.823  3.496  1.003  -0.594
N  -1.168  1.654  -0.179  -0.617
C  -0.167  1.105  0.621  0.239
C  0.275  1.703  1.802  -0.247
C  1.277  1.104  2.545  -0.191
C  1.855  -0.083  2.137  -0.200
C  1.418  -0.682  0.957  -0.104
C  1.995  -1.921  0.494  0.453
N  1.687  -2.569  -0.593  -0.285
N  2.456  -3.662  -0.643  -0.275
C  3.212  -3.645  0.420  0.420
C  4.189  -4.622  0.779  0.176
C  4.562  -5.771  0.122  -0.234
C  5.565  -6.359  0.918  -0.317
C  5.728  -5.533  1.992  0.110
O  4.904  -4.482  1.918  -0.373
O  2.968  -2.559  1.188  -0.391
C  0.410  -0.089  0.202  -0.235
C  -4.092  3.649  -0.726  -0.243
H  -8.007  5.280  -1.589  0.204
H  -7.572  3.959  -2.701  0.176
H  -6.842  5.579  -2.901  0.177
H  -5.490  3.863  -3.806  0.221
H  -3.352  2.865  -4.410  0.217
H  -1.667  2.354  -2.708  0.211
H  -1.386  1.111  -1.003  0.404
H  -0.172  2.627  2.127  0.258
H  1.610  1.576  3.457  0.218
H  2.637  -0.549  2.718  0.224
H  4.156  -6.123  -0.802  0.243
H  6.093  -7.270  0.722  0.234
H  6.378  -5.586  2.843  0.207
H  0.093  -0.577  -0.706  0.231
H  -4.295  3.889  0.305  0.243